[1]
{"formula": "C23H37N2O2P3Zr", "method": "ωB97M-V/def2-TZVPD", "species": ["P", "C", "H", "H", "H", "C", "H", "H", "H", "C", "H", "H", "H", "P", "C", "H", "H", "H", "C", "H", "H", "H", "C", "H", "H", "H", "P", "C", "H", "H", "H", "C", "H", "H", "H", "C", "H", "H", "H", "Zr", "C", "O", "C", "O", "C", "C", "C", "C", "C", "C", "H", "H", "H", "H", "H", "H", "N", "C", "C", "C", "C", "C", "N", "C", "H", "H", "H", "H"], "xyz": [[3.055, -0.768, -0.221], [3.725, -1.008, 1.439], [4.781, -1.287, 1.342], [3.160, -1.809, 1.932], [3.614, -0.086, 2.024], [3.605, -2.265, -1.103], [3.520, -2.138, -2.189], [2.967, -3.107, -0.803], [4.646, -2.456, -0.816], [4.161, 0.513, -0.913], [5.184, 0.116, -0.903], [4.091, 1.415, -0.292], [3.865, 0.773, -1.938], [-0.854, 3.015, -0.832], [-0.917, 3.774, 0.800], [-1.344, 4.780, 0.686], [0.091, 3.838, 1.223], [-1.546, 3.177, 1.468], [0.197, 4.164, -1.770], [0.197, 3.908, -2.836], [1.227, 4.106, -1.395], [-0.202, 5.176, -1.623], [-2.521, 3.359, -1.477], [-2.616, 4.447, -1.592], [-3.268, 2.980, -0.769], [-2.670, 2.866, -2.444], [-2.104, -2.255, -0.261], [-2.798, -2.543, 1.376], [-3.386, -3.469, 1.339], [-3.431, -1.698, 1.668], [-1.975, -2.630, 2.094], [-3.587, -2.303, -1.326], [-4.221, -3.128, -0.976], [-3.316, -2.449, -2.378], [-4.126, -1.351, -1.236], [-1.285, -3.844, -0.607], [-2.052, -4.629, -0.646], [-0.570, -4.052, 0.200], [-0.735, -3.806, -1.555], [-0.143, 0.113, -1.662], [0.983, 0.977, 0.348], [1.324, 1.555, 1.303], [-1.820, 0.398, 0.099], [-2.607, 0.800, 0.869], [-1.412, -0.103, -3.427], [-0.769, -1.347, -3.176], [0.642, -1.407, -3.029], [1.413, -0.226, -3.187], [0.781, 1.023, -3.417], [-0.640, 1.090, -3.527], [-2.494, -0.061, -3.514], [-1.350, -2.260, -3.127], [1.131, -2.355, -2.827], [2.495, -0.283, -3.151], [1.382, 1.921, -3.512], [-1.126, 2.038, -3.722], [3.340, 0.060, 5.565], [2.242, -0.027, 5.174], [0.886, -0.111, 4.697], [-0.202, 0.126, 5.555], [-1.486, 0.079, 5.027], [-1.623, -0.174, 3.649], [-0.590, -0.413, 2.849], [0.635, -0.413, 3.346], [-0.014, 0.335, 6.609], [-2.384, 0.225, 5.621], [-2.616, -0.199, 3.200], [1.457, -0.682, 2.678]], "spin_multiplicity": 1, "total_charge": 4, "largest_force_ha_per_bohr": 0.3090, "e_homo_ev": [-19.246, -19.246]}

[2]
{"formula": "C23H37N3O2S", "method": "ωB97M-V/def2-TZVPD", "species": ["C", "C", "O", "N", "C", "C", "C", "C", "S", "C", "C", "C", "C", "C", "C", "N", "C", "C", "N", "C", "C", "C", "C", "C", "C", "C", "O", "C", "C", "H", "H", "H", "H", "H", "H", "H", "H", "H", "H", "H", "H", "H", "H", "H", "H", "H", "H", "H", "H", "H", "H", "H", "H", "H", "H", "H", "H", "H", "H", "H", "H", "H", "H", "H", "H", "H"], "xyz": [[4.875, 4.579, 1.647], [4.300, 3.790, 0.487], [3.720, 4.306, -0.441], [4.528, 2.450, 0.616], [4.115, 1.401, -0.205], [3.363, 1.598, -1.360], [2.949, 0.512, -2.103], [3.272, -0.774, -1.702], [2.578, -2.173, -2.566], [0.853, -1.898, -2.030], [0.712, -2.075, -0.514], [0.538, -3.554, -0.157], [0.831, -3.905, 1.306], [1.000, -5.419, 1.439], [-0.269, -3.423, 2.249], [-0.325, -1.198, 0.007], [-1.686, -1.364, -0.450], [-2.216, -0.199, -1.298], [-2.730, 0.876, -0.477], [-3.590, 1.797, -1.205], [-4.657, 2.420, -0.295], [-5.529, 1.325, 0.309], [-5.500, 3.415, -1.087], [-1.670, 1.568, 0.232], [-1.059, 0.709, 1.341], [0.046, -0.200, 0.845], [1.203, -0.036, 1.194], [4.057, -0.977, -0.578], [4.478, 0.106, 0.164], [4.410, 4.265, 2.579], [4.682, 5.636, 1.490], [5.949, 4.419, 1.717], [5.016, 2.153, 1.451], [3.097, 2.598, -1.659], [2.360, 0.665, -2.996], [0.585, -0.884, -2.327], [0.249, -2.612, -2.589], [1.630, -1.710, -0.038], [1.244, -4.102, -0.787], [-0.467, -3.895, -0.417], [1.770, -3.422, 1.595], [1.233, -5.688, 2.466], [0.083, -5.929, 1.151], [1.806, -5.775, 0.801], [-0.306, -2.339, 2.281], [-0.078, -3.782, 3.258], [-1.238, -3.801, 1.930], [-1.714, -2.269, -1.056], [-2.361, -1.503, 0.401], [-3.042, -0.582, -1.902], [-1.421, 0.145, -1.984], [-4.105, 1.239, -1.991], [-3.005, 2.595, -1.693], [-4.162, 2.957, 0.520], [-6.087, 0.811, -0.472], [-4.905, 0.599, 0.822], [-6.238, 1.746, 1.018], [-4.878, 4.206, -1.501], [-6.008, 2.913, -1.908], [-6.251, 3.870, -0.446], [-2.105, 2.457, 0.691], [-0.870, 1.903, -0.455], [-1.849, 0.129, 1.821], [-0.603, 1.362, 2.087], [4.320, -1.981, -0.282], [5.070, -0.052, 1.054]], "spin_multiplicity": 1, "total_charge": 0, "de_lowest_kcal_mol": 1.6, "smiles": "CC(=O)Nc1ccc(SC[C@H](CC(C)C)N2CCN(CC(C)C)CCC2=O)cc1", "largest_force_ha_per_bohr": 0.0121, "e_homo_ev": -8.109}

[3]
{"formula": "C23H37N4O3S2", "method": "ωB97M-V/def2-TZVPD", "species": ["C", "C", "N", "C", "C", "C", "N", "C", "C", "C", "C", "N", "C", "C", "C", "C", "C", "C", "C", "O", "C", "C", "C", "N", "H", "H", "H", "H", "H", "H", "H", "H", "H", "H", "H", "H", "H", "H", "H", "H", "H", "H", "H", "H", "H", "H", "H", "H", "H", "C", "S", "O", "C", "H", "H", "H", "H", "H", "H", "C", "S", "O", "C", "H", "H", "H", "H", "H", "H"], "xyz": [[-1.925, 0.891, 5.420], [-1.003, 0.567, 4.677], [-0.029, 0.111, 3.683], [0.481, -1.158, 3.956], [1.473, -1.723, 2.928], [2.136, -3.149, 3.090], [3.574, -3.076, 3.548], [1.714, -0.772, 1.776], [2.681, -1.210, 0.589], [1.961, -2.358, -0.290], [0.372, -2.326, -0.235], [-0.284, -3.035, -1.385], [-0.082, -2.311, -2.662], [-0.961, -1.005, -2.841], [-2.247, -0.685, -2.128], [-3.008, 0.596, -2.435], [-2.533, 1.614, -3.452], [-1.222, 1.302, -4.153], [-0.450, 0.021, -3.850], [0.766, -0.163, -4.560], [1.057, 0.604, 1.718], [1.321, 1.658, 0.546], [0.815, 1.164, -0.883], [0.187, 0.976, 2.716], [-2.976, 0.929, 5.839], [0.177, -1.748, 4.880], [1.591, -3.729, 3.916], [2.023, -3.791, 2.155], [3.730, -2.090, 3.816], [3.681, -3.601, 4.433], [3.003, -0.316, -0.042], [3.632, -1.595, 1.080], [2.297, -3.348, 0.173], [2.406, -2.329, -1.329], [-0.082, -1.283, -0.203], [0.072, -2.884, 0.720], [-1.292, -2.988, -1.159], [0.992, -2.024, -2.880], [-0.389, -3.026, -3.503], [-2.669, -1.392, -1.360], [-3.995, 0.832, -1.921], [-3.094, 2.555, -3.723], [-0.865, 2.058, -4.915], [1.216, 0.706, -4.524], [2.412, 1.945, 0.456], [0.752, 2.610, 0.796], [-0.320, 1.285, -0.954], [1.157, 0.125, -1.162], [1.243, 1.861, -1.684], [-1.091, 4.640, 6.340], [-1.962, 3.680, 7.595], [-3.340, 4.234, 7.705], [-1.014, 4.305, 8.997], [-1.548, 4.435, 5.371], [-1.175, 5.705, 6.561], [-0.042, 4.342, 6.316], [-1.103, 5.391, 9.051], [0.033, 4.017, 8.886], [-1.415, 3.862, 9.909], [-0.889, -2.144, -7.453], [-0.805, -0.349, -7.296], [-2.205, 0.164, -7.269], [-0.152, -0.049, -8.952], [-1.312, -2.551, -6.534], [-1.527, -2.415, -8.296], [0.116, -2.545, -7.597], [-0.836, -0.451, -9.701], [0.829, -0.518, -9.047], [-0.052, 1.027, -9.093]], "spin_multiplicity": 1, "total_charge": 1, "largest_force_ha_per_bohr": 0.0862, "e_homo_ev": -10.237}

Number 2 is which compound?
C23H37N3O2S